(1)
The following is a DFT calculation (ωB97M-V/def2-TZVPD) of a structure of composition C30H42I2N2Ru.

Calculated values
Multiplicity: 6
Net charge: +1
Gap between HOMO and LUMO (spin up / spin down) in eV: 7.19 / 6.21
Energy relative to the best compared isomer or geometry (same formula, charge and spin) in kJ/mol: 44.3

```
77
Properties=species:S:1:pos:R:3:mulliken_charge:R:1
Ru 0.44 -0.92 0.84 1.514
C 1.14 -0.75 -1.74 0.163
C 1.88 0.27 -1.06 0.620
C 0.90 1.12 -0.41 0.246
C -0.38 0.57 -0.74 -2.569
C -0.24 -0.54 -1.63 1.441
C -1.35 -1.17 -2.44 1.949
C -2.54 -0.21 -2.52 -1.854
C -0.82 -1.42 -3.86 -1.878
C -1.84 -2.50 -1.86 -1.623
C 0.91 2.55 0.17 1.712
C 0.49 3.49 -0.98 -1.658
C 2.21 3.07 0.77 -2.242
C -0.16 2.67 1.27 -1.448
C 3.37 0.45 -1.33 1.788
C 4.26 0.66 -0.10 -1.188
C 3.50 1.65 -2.29 -1.561
C 3.94 -0.77 -2.07 -2.102
H 1.60 -1.55 -2.31 0.648
H -1.33 1.03 -0.49 0.596
H -2.24 0.76 -2.93 0.355
H -2.99 -0.04 -1.54 0.203
H -3.30 -0.63 -3.18 0.484
H -0.47 -0.50 -4.32 0.372
H -1.62 -1.83 -4.48 0.437
H 0.00 -2.15 -3.86 0.347
H -2.20 -2.38 -0.83 0.126
H -1.05 -3.25 -1.85 0.303
H -2.66 -2.88 -2.47 0.542
H 1.19 3.43 -1.81 0.289
H 0.47 4.52 -0.62 0.500
H -0.50 3.24 -1.35 0.255
H 3.02 3.14 0.05 0.397
H 2.54 2.47 1.62 0.114
H 2.03 4.08 1.15 0.590
H -1.16 2.46 0.92 0.033
H -0.16 3.69 1.65 0.613
H 0.06 2.00 2.11 -0.071
H 3.86 1.37 0.61 0.096
H 5.24 1.03 -0.43 0.490
H 4.43 -0.28 0.42 0.065
H 3.22 2.59 -1.82 0.259
H 2.87 1.51 -3.17 0.314
H 4.54 1.74 -2.62 0.485
H 3.79 -1.69 -1.51 0.305
H 5.02 -0.63 -2.20 0.441
H 3.51 -0.89 -3.06 0.396
C -1.96 -0.05 3.17 -1.954
N -1.32 -1.04 2.31 0.118
C -1.76 -2.26 2.35 0.059
C -1.17 -3.28 1.57 -0.358
C -1.50 -4.62 1.43 -1.035
C -0.59 -5.16 0.51 -0.690
C 0.25 -4.12 0.13 -1.143
N -0.08 -2.98 0.77 0.759
C -2.82 0.94 2.42 0.908
C -3.46 0.61 1.24 -0.151
C -4.24 1.55 0.58 -0.523
C -4.40 2.82 1.11 -0.660
C -3.79 3.15 2.31 -0.636
C -3.00 2.22 2.96 -0.406
H -1.19 0.49 3.72 0.431
H -2.57 -0.57 3.92 0.475
H -2.59 -2.52 3.01 0.446
H -2.30 -5.14 1.93 0.546
H -0.54 -6.17 0.15 0.473
H 1.08 -4.14 -0.56 0.544
H -3.33 -0.38 0.81 0.472
H -4.73 1.28 -0.35 0.435
H -5.02 3.55 0.59 0.423
H -3.91 4.14 2.73 0.413
H -2.50 2.48 3.88 0.409
I 2.14 0.00 3.24 0.178
C 2.83 -2.01 3.31 -0.929
I 3.34 -2.71 1.38 0.141
H 2.04 -2.63 3.72 0.418
H 3.72 -2.03 3.94 0.542
```

(2)
The following is a DFT calculation (ωB97M-V/def2-TZVPD) of a structure of composition C30H42N12O4S6V.

Calculated values
Multiplicity: 4
Net charge: 0
Gap between HOMO and LUMO (spin up / spin down) in eV: 5.82 / 5.91
Energy relative to the best compared isomer or geometry (same formula, charge and spin) in kJ/mol: 0.0

```
95
Properties=species:S:1:pos:R:3:mulliken_charge:R:1
V -1.02 0.02 -1.01 1.456
O -5.70 -3.50 -4.72 -0.601
C -4.88 -2.90 -4.08 0.597
S -3.44 -2.13 -4.77 -0.182
C -2.76 -1.54 -3.26 0.093
C -3.44 -1.82 -2.14 0.316
S -2.97 -1.41 -0.50 -0.664
S -4.93 -2.74 -2.32 -0.185
S -1.25 -0.66 -3.38 -0.779
N -0.04 -1.92 2.16 0.702
C 0.13 -1.32 3.52 0.409
C -1.21 -1.23 4.26 -1.449
C -2.18 -0.26 3.58 -0.065
N -2.60 -0.85 2.32 -0.554
C -1.52 1.10 3.34 -1.626
C -0.15 1.07 2.66 -0.195
N -0.19 0.88 1.17 1.050
C 0.75 0.06 3.36 -1.014
H -0.09 -2.94 2.17 0.531
H 0.74 -1.64 1.54 -0.431
H -0.94 -1.56 1.75 0.117
H 0.82 -1.96 4.06 0.405
H -1.00 -0.91 5.28 0.517
H -1.67 -2.22 4.33 0.494
H -3.02 -0.09 4.26 0.387
H -3.07 -0.21 1.69 0.172
H -3.22 -1.64 2.44 0.215
H -1.38 1.58 4.31 0.543
H -2.22 1.74 2.79 0.339
H 0.32 2.04 2.84 0.629
H 0.74 0.54 0.91 -0.398
H -0.24 1.82 0.78 0.043
H 0.96 0.44 4.36 0.716
H 1.71 0.01 2.84 -0.164
N 4.69 -5.80 3.94 -0.571
C 4.42 -4.66 3.19 1.059
C 4.78 -4.60 1.84 -0.923
C 4.56 -3.45 1.11 -0.377
C 3.98 -2.34 1.70 -0.654
C 3.65 -2.38 3.05 -0.247
C 3.86 -3.53 3.79 -0.912
S 3.60 -0.90 0.76 1.710
O 3.70 0.23 1.66 -0.856
O 4.41 -0.92 -0.43 -0.755
N 2.04 -1.01 0.40 -1.057
C 1.57 -1.87 -0.54 0.107
S 2.47 -2.90 -1.61 -0.072
C 0.98 -3.56 -2.19 -0.530
C -0.06 -2.96 -1.60 -1.063
N 0.26 -1.99 -0.66 0.227
H 4.81 -6.65 3.43 0.224
H 4.16 -5.91 4.79 0.218
H 5.25 -5.46 1.37 0.312
H 4.86 -3.40 0.07 0.560
H 3.25 -1.50 3.53 0.736
H 3.62 -3.55 4.85 0.327
H 0.97 -4.32 -2.96 0.528
H -1.11 -3.15 -1.80 0.591
N -6.33 4.91 -0.43 -0.365
C -5.74 4.48 -1.57 0.170
O -6.09 4.84 -2.67 -0.594
C -4.59 3.52 -1.40 0.763
C -4.23 2.72 -2.47 -1.115
C -3.17 1.83 -2.33 -0.288
N -2.46 1.73 -1.20 0.812
C -2.81 2.51 -0.17 -0.095
C -3.85 3.41 -0.22 -1.217
H -7.16 5.47 -0.54 0.248
H -6.22 4.41 0.43 0.186
H -4.77 2.79 -3.40 0.520
H -2.87 1.18 -3.14 0.304
H -2.23 2.40 0.73 -0.099
H -4.06 4.03 0.64 0.472
C 1.77 0.61 -2.68 -0.326
N 2.74 1.43 -3.37 0.089
C 2.03 2.38 -4.23 -0.687
N 1.14 3.25 -3.46 0.144
C 0.18 2.42 -2.75 -0.986
N 0.82 1.43 -1.84 2.095
C 1.68 2.21 -0.90 -1.175
N 2.66 3.04 -1.58 0.148
C 3.52 2.17 -2.39 -0.657
C 1.96 3.96 -2.47 -0.754
H 2.30 -0.07 -2.01 -0.580
H 1.19 0.04 -3.40 0.329
H 1.43 1.82 -4.96 0.359
H 2.76 2.99 -4.77 0.366
H -0.43 1.88 -3.47 0.085
H -0.47 3.07 -2.16 0.240
H 2.20 1.52 -0.23 0.000
H 1.03 2.88 -0.32 0.225
H 4.03 1.47 -1.73 0.326
H 4.26 2.79 -2.90 0.357
H 2.69 4.58 -2.99 0.346
H 1.31 4.61 -1.88 0.344
```

(3)
The following is a DFT calculation (ωB97M-V/def2-TZVPD) of a cluster of 3 separate species, C30H43BBr2N3O9 in total in a non-equilibrium geometry.

Calculated values
Multiplicity: 1
Net charge: +1
Gap between HOMO and LUMO in eV: 8.58
Energy relative to the best compared isomer or geometry (same formula, charge and spin) in kJ/mol: 0.0

```
88
Properties=species:S:1:pos:R:3:mulliken_charge:R:1
C 1.37 -1.96 6.00 -1.312
C 1.83 -0.57 5.59 -0.372
C 2.08 -0.43 4.10 -0.215
O 1.03 0.32 3.49 -0.086
C 1.00 0.24 2.12 1.163
C 2.33 0.30 1.31 -1.770
C 0.16 -0.94 1.51 -1.424
C -1.03 -0.30 0.77 1.431
C -2.38 -0.94 1.04 -1.690
C -2.65 -1.29 2.51 -0.202
C -4.10 -1.70 2.74 -0.683
O -4.25 -2.37 3.98 -0.537
B -0.61 -0.58 -0.77 -0.296
O -1.09 -1.64 -1.51 -0.088
O 0.29 0.28 -1.31 -0.028
C 1.06 -0.20 -2.43 -0.930
N -0.84 1.18 0.93 1.232
C -1.61 2.25 0.39 -0.734
Br -0.82 3.14 -1.11 -0.052
C -2.76 2.70 0.81 0.309
C -3.47 3.83 0.16 -1.461
Br -3.58 1.98 2.36 0.004
C 0.21 1.44 1.60 0.459
C 0.75 2.78 1.95 -1.674
C -0.11 3.59 2.93 -0.152
C 0.13 3.17 4.38 -0.503
O -0.36 4.19 5.23 -0.578
H 1.43 -2.06 7.08 0.421
H 0.33 -2.14 5.75 0.265
H 1.96 -2.72 5.51 0.352
H 2.75 -0.36 6.11 0.434
H 1.13 0.21 5.88 0.176
H 3.06 0.03 3.97 0.182
H 2.16 -1.41 3.63 0.397
H 2.20 1.01 0.50 0.398
H 3.19 0.64 1.89 0.463
H 2.58 -0.64 0.84 0.364
H -0.09 -1.67 2.28 0.429
H 0.66 -1.54 0.76 0.579
H -3.21 -0.36 0.64 0.472
H -2.42 -1.89 0.51 0.523
H -2.35 -0.47 3.16 0.075
H -2.04 -2.14 2.80 0.524
H -4.41 -2.38 1.95 0.326
H -4.73 -0.81 2.76 0.268
H -3.72 -3.18 3.93 0.334
H -0.50 -2.40 -1.41 0.153
H 0.52 -0.08 -3.35 0.329
H 1.94 0.43 -2.48 0.198
H 1.40 -1.23 -2.29 0.430
H -4.45 3.95 0.60 0.449
H -2.89 4.74 0.17 0.334
H -3.63 3.55 -0.88 0.385
H 0.90 3.31 1.02 0.089
H 1.74 2.64 2.38 0.584
H 0.23 4.61 2.87 0.577
H -1.17 3.59 2.70 -0.099
H -0.35 2.22 4.59 0.314
H 1.20 3.09 4.58 0.179
H -1.16 3.88 5.68 0.371
C -2.75 -4.89 -4.51 -0.616
C -2.17 -5.69 -5.48 -0.373
C -0.84 -6.06 -5.38 -0.509
C -0.11 -5.64 -4.28 0.004
C -0.67 -4.84 -3.30 -0.399
C -2.00 -4.47 -3.42 -0.065
N 1.30 -6.05 -4.14 1.011
O 1.78 -6.73 -5.03 -0.581
O 1.90 -5.67 -3.15 -0.619
H -3.79 -4.60 -4.59 0.397
H -2.75 -6.02 -6.33 0.383
H -0.39 -6.68 -6.14 0.456
H -0.09 -4.52 -2.46 0.500
H -2.45 -3.85 -2.66 0.401
C 2.34 3.87 -2.65 -0.262
C 1.30 3.63 -3.55 -0.287
C 1.58 3.25 -4.85 -0.649
C 2.90 3.11 -5.24 -0.032
C 3.94 3.35 -4.36 -0.364
C 3.66 3.73 -3.06 -0.589
N 3.21 2.69 -6.61 1.016
O 2.26 2.51 -7.36 -0.592
O 4.38 2.55 -6.91 -0.593
H 2.11 4.16 -1.63 0.443
H 0.27 3.74 -3.23 0.436
H 0.78 3.07 -5.55 0.491
H 4.97 3.25 -4.68 0.484
H 4.46 3.92 -2.36 0.420
```

(4)
The following is a DFT calculation (ωB97M-V/def2-TZVPD) of a structure of composition C30H43BrN2P2PtS in a non-equilibrium geometry.

Calculated values
Multiplicity: 3
Net charge: +2
Gap between HOMO and LUMO (spin up / spin down) in eV: 7.53 / 4.27
Energy relative to the best compared isomer or geometry (same formula, charge and spin) in kJ/mol: 0.0

```
80
Properties=species:S:1:pos:R:3:mulliken_charge:R:1
C -5.03 -0.55 -3.56 -0.408
C -4.16 0.55 -3.76 0.891
C -4.42 1.47 -4.80 -0.341
C -5.50 1.19 -5.64 -0.387
N -6.28 0.13 -5.44 -0.520
C -6.09 -0.73 -4.45 -0.385
C -2.96 0.56 -3.00 0.488
C -2.28 -0.31 -2.25 -0.391
C -1.72 -1.59 -2.18 0.405
C -1.72 -2.17 -0.89 -0.489
C -1.01 -3.34 -0.76 -0.665
C -0.01 -3.61 -1.70 0.164
C -0.04 -3.09 -3.00 -0.790
C -0.77 -1.93 -3.18 -0.608
Pt -1.15 1.24 -2.34 -0.013
P -0.13 1.09 2.17 0.592
H -3.80 2.35 -4.97 0.430
H -4.86 -1.25 -2.74 0.415
H -5.74 1.84 -6.48 0.380
H -6.76 -1.57 -4.32 0.370
H -0.60 -1.27 -4.04 0.512
H -2.22 -1.68 -0.05 0.437
H 0.46 -3.58 -3.81 0.507
H -1.14 -3.97 0.12 0.636
C 1.45 1.00 3.17 -0.167
C 1.81 2.22 4.01 -1.483
H 2.24 0.80 2.44 0.361
H 1.40 0.09 3.78 0.317
H 2.72 2.02 4.58 0.414
H 2.01 3.10 3.38 0.300
H 1.02 2.48 4.73 0.306
C -0.65 2.86 2.25 -0.243
C -2.13 3.09 1.93 -1.408
H -0.04 3.38 1.50 0.240
H -0.39 3.28 3.23 0.484
H -2.25 4.05 1.43 0.417
H -2.54 2.32 1.26 0.277
H -2.75 3.13 2.84 0.296
C -1.31 0.27 3.33 -0.525
C -1.44 0.85 4.74 -1.421
H -1.02 -0.79 3.36 0.436
H -2.29 0.31 2.82 0.465
H -2.26 0.35 5.26 0.442
H -0.53 0.70 5.34 0.278
H -1.67 1.93 4.74 0.316
Br 1.21 -4.96 -1.35 -0.098
P 0.89 1.47 -1.64 0.911
C 1.66 2.64 -0.41 0.889
C 3.09 3.10 -0.65 -1.740
H 1.60 2.14 0.57 -1.127
H 0.99 3.51 -0.33 0.546
H 3.31 4.02 -0.10 0.491
H 3.83 2.37 -0.28 0.337
H 3.29 3.29 -1.70 0.235
C 1.84 -0.05 -1.14 1.484
C 3.25 -0.08 -1.68 -1.357
H 1.24 -0.89 -1.48 -0.643
H 1.83 -0.08 -0.05 -0.540
H 3.78 -0.96 -1.33 0.420
H 3.28 -0.12 -2.77 0.328
H 3.85 0.77 -1.38 0.183
C 1.23 1.56 -3.47 -0.711
C 2.00 2.82 -3.82 -1.632
H 0.24 1.55 -4.01 0.625
H 1.74 0.64 -3.80 0.352
H 1.80 3.14 -4.85 0.425
H 1.71 3.64 -3.17 0.354
H 3.07 2.64 -3.74 0.350
S 0.88 -2.14 1.73 0.111
C 1.62 -3.18 2.82 0.269
N 2.52 -4.13 2.35 0.014
C 3.03 -5.12 3.15 -0.242
C 2.72 -5.13 4.50 -0.602
C 1.87 -4.14 5.02 -0.383
C 1.35 -3.16 4.20 -0.384
H 2.71 -4.12 1.34 0.182
H 3.67 -5.84 2.65 0.441
H 3.13 -5.92 5.13 0.399
H 1.61 -4.15 6.08 0.444
H 0.69 -2.37 4.56 0.339
```

(5)
The following is a DFT calculation (ωB97M-V/def2-TZVPD) of a structure of composition C30H43BrN2P2V in a non-equilibrium geometry.

Calculated values
Multiplicity: 4
Net charge: +2
Gap between HOMO and LUMO (spin up / spin down) in eV: 6.15 / 2.66

```
79
Properties=species:S:1:pos:R:3:mulliken_charge:R:1
C 4.69 -1.65 0.58 -0.507
C 3.98 -1.56 -0.65 0.375
C 4.09 -2.68 -1.54 -0.376
C 4.91 -3.76 -1.19 -0.532
N 5.51 -3.82 -0.01 -0.589
C 5.47 -2.80 0.82 -0.478
C 3.12 -0.44 -0.86 0.517
C 2.67 0.83 -0.97 0.399
C 2.19 2.15 -0.67 -0.254
C 0.83 2.27 -0.24 1.025
C 0.17 3.50 -0.27 -0.466
C 0.94 4.68 -0.44 -0.264
C 2.33 4.59 -0.59 -0.547
C 2.95 3.35 -0.73 -0.547
V 1.34 -0.31 -0.35 0.267
P -2.45 -0.32 2.02 0.890
H 3.59 -2.68 -2.51 0.388
H 4.66 -0.84 1.31 0.325
H 5.10 -4.58 -1.90 0.390
H 6.08 -2.84 1.73 0.379
H 4.03 3.30 -0.84 0.529
H 0.26 1.37 0.12 -0.699
H 2.93 5.50 -0.64 0.470
H -0.91 3.58 -0.14 0.523
C -3.59 1.13 2.11 -0.708
C -4.99 0.91 1.53 -1.140
H -3.07 1.93 1.56 0.387
H -3.66 1.45 3.16 0.461
H -5.60 1.81 1.68 0.420
H -4.94 0.72 0.45 0.240
H -5.52 0.08 2.02 0.302
C -3.27 -1.65 1.02 -0.311
C -2.46 -2.95 0.98 -1.433
H -3.39 -1.26 0.00 0.135
H -4.28 -1.85 1.42 0.684
H -2.95 -3.68 0.32 0.449
H -1.45 -2.77 0.58 0.191
H -2.36 -3.42 1.97 0.337
C -2.66 -1.03 3.72 -0.648
C -4.03 -1.61 4.06 -1.449
H -2.42 -0.21 4.42 0.584
H -1.88 -1.79 3.84 0.467
H -4.00 -1.98 5.09 0.442
H -4.82 -0.86 4.00 0.287
H -4.29 -2.46 3.42 0.322
Br 0.10 6.28 -0.56 -0.112
P 0.24 -0.20 -2.27 1.128
C -1.57 -0.45 -1.69 0.441
C -2.80 0.01 -2.49 -1.741
H -1.66 0.02 -0.68 -0.366
H -1.61 -1.54 -1.53 0.603
H -3.70 -0.22 -1.89 0.417
H -2.83 1.10 -2.68 0.305
H -2.91 -0.51 -3.45 0.357
C 0.07 1.47 -3.00 -0.327
C -0.56 1.78 -4.34 -1.503
H 1.06 1.95 -2.95 0.386
H -0.51 2.01 -2.23 0.010
H -0.66 2.87 -4.40 0.415
H 0.06 1.49 -5.19 0.423
H -1.56 1.36 -4.46 0.218
C 1.44 -1.11 -3.45 -0.660
C 1.25 -1.01 -4.96 -1.240
H 1.40 -2.16 -3.12 0.574
H 2.45 -0.80 -3.16 0.324
H 2.16 -1.36 -5.47 0.419
H 0.45 -1.67 -5.32 0.330
H 1.03 0.00 -5.32 0.115
C 1.38 0.78 4.28 -0.754
C 0.41 -0.13 3.87 -0.486
C 0.47 -0.68 2.59 -0.755
N 1.40 -0.21 1.69 0.628
C 2.43 0.57 2.16 -0.230
C 2.38 1.18 3.40 -1.178
H 1.37 1.18 5.27 0.471
H -0.39 -0.42 4.54 0.588
H -0.12 -1.54 2.25 1.143
H 3.31 0.64 1.51 0.330
H 3.14 1.93 3.63 0.488
```

What did the fifth record say?
The following is a DFT calculation (ωB97M-V/def2-TZVPD) of a structure of composition C30H43BrN2P2V in a non-equilibrium geometry.

Calculated values
Multiplicity: 4
Net charge: +2
Gap between HOMO and LUMO (spin up / spin down) in eV: 6.15 / 2.66

```
79
Properties=species:S:1:pos:R:3:mulliken_charge:R:1
C 4.69 -1.65 0.58 -0.507
C 3.98 -1.56 -0.65 0.375
C 4.09 -2.68 -1.54 -0.376
C 4.91 -3.76 -1.19 -0.532
N 5.51 -3.82 -0.01 -0.589
C 5.47 -2.80 0.82 -0.478
C 3.12 -0.44 -0.86 0.517
C 2.67 0.83 -0.97 0.399
C 2.19 2.15 -0.67 -0.254
C 0.83 2.27 -0.24 1.025
C 0.17 3.50 -0.27 -0.466
C 0.94 4.68 -0.44 -0.264
C 2.33 4.59 -0.59 -0.547
C 2.95 3.35 -0.73 -0.547
V 1.34 -0.31 -0.35 0.267
P -2.45 -0.32 2.02 0.890
H 3.59 -2.68 -2.51 0.388
H 4.66 -0.84 1.31 0.325
H 5.10 -4.58 -1.90 0.390
H 6.08 -2.84 1.73 0.379
H 4.03 3.30 -0.84 0.529
H 0.26 1.37 0.12 -0.699
H 2.93 5.50 -0.64 0.470
H -0.91 3.58 -0.14 0.523
C -3.59 1.13 2.11 -0.708
C -4.99 0.91 1.53 -1.140
H -3.07 1.93 1.56 0.387
H -3.66 1.45 3.16 0.461
H -5.60 1.81 1.68 0.420
H -4.94 0.72 0.45 0.240
H -5.52 0.08 2.02 0.302
C -3.27 -1.65 1.02 -0.311
C -2.46 -2.95 0.98 -1.433
H -3.39 -1.26 0.00 0.135
H -4.28 -1.85 1.42 0.684
H -2.95 -3.68 0.32 0.449
H -1.45 -2.77 0.58 0.191
H -2.36 -3.42 1.97 0.337
C -2.66 -1.03 3.72 -0.648
C -4.03 -1.61 4.06 -1.449
H -2.42 -0.21 4.42 0.584
H -1.88 -1.79 3.84 0.467
H -4.00 -1.98 5.09 0.442
H -4.82 -0.86 4.00 0.287
H -4.29 -2.46 3.42 0.322
Br 0.10 6.28 -0.56 -0.112
P 0.24 -0.20 -2.27 1.128
C -1.57 -0.45 -1.69 0.441
C -2.80 0.01 -2.49 -1.741
H -1.66 0.02 -0.68 -0.366
H -1.61 -1.54 -1.53 0.603
H -3.70 -0.22 -1.89 0.417
H -2.83 1.10 -2.68 0.305
H -2.91 -0.51 -3.45 0.357
C 0.07 1.47 -3.00 -0.327
C -0.56 1.78 -4.34 -1.503
H 1.06 1.95 -2.95 0.386
H -0.51 2.01 -2.23 0.010
H -0.66 2.87 -4.40 0.415
H 0.06 1.49 -5.19 0.423
H -1.56 1.36 -4.46 0.218
C 1.44 -1.11 -3.45 -0.660
C 1.25 -1.01 -4.96 -1.240
H 1.40 -2.16 -3.12 0.574
H 2.45 -0.80 -3.16 0.324
H 2.16 -1.36 -5.47 0.419
H 0.45 -1.67 -5.32 0.330
H 1.03 0.00 -5.32 0.115
C 1.38 0.78 4.28 -0.754
C 0.41 -0.13 3.87 -0.486
C 0.47 -0.68 2.59 -0.755
N 1.40 -0.21 1.69 0.628
C 2.43 0.57 2.16 -0.230
C 2.38 1.18 3.40 -1.178
H 1.37 1.18 5.27 0.471
H -0.39 -0.42 4.54 0.588
H -0.12 -1.54 2.25 1.143
H 3.31 0.64 1.51 0.330
H 3.14 1.93 3.63 0.488
```

Q: Among the records above, which one has the lowest net charge?
A: C30H42N12O4S6V

Q: Which value of multiplicity does entry 2 give?
A: 4